Record 1
Density functional theory data (ωB97M-V with the def2-TZVPD basis set) for a structure of composition C52H50Cl2GeIN4O3PtS3.

- net charge = +1
- gap between HOMO and LUMO (eV) = 7.478
- energy above the lowest of the compared OMol25 structures with the same formula, charge and spin (kJ/mol) = 0.0
- E (hartree) = -7064.92031

Cartesian coordinates (Å):
1 Pt 0.09 -0.40 0.27
2 C 1.16 -4.13 -1.51
3 C 0.81 -2.64 -1.58
4 C 1.44 -2.03 -2.83
5 C 1.31 -1.99 -0.29
6 H 0.89 -4.64 -2.44
7 H 0.64 -4.62 -0.68
8 H 2.23 -4.26 -1.35
9 H -0.28 -2.55 -1.64
10 H 2.52 -2.20 -2.83
11 H 1.27 -0.95 -2.89
12 H 1.02 -2.49 -3.73
13 H 2.39 -1.91 -0.39
14 H 1.14 -2.65 0.57
15 I 1.87 2.78 -7.21
16 C 1.62 2.89 -5.17
17 C 1.15 3.96 -4.44
18 N 1.14 3.55 -3.15
19 N 1.57 2.29 -3.00
20 C 1.87 1.88 -4.22
21 H 0.85 4.95 -4.73
22 H 0.88 4.08 -2.33
23 H 2.25 0.89 -4.39
24 O 0.79 -0.57 2.13
25 C 0.25 -1.24 3.26
26 C 1.14 -0.83 4.43
27 C 0.76 -0.55 5.72
28 C 1.85 -0.24 6.57
29 C 3.04 -0.28 5.92
30 S 2.85 -0.70 4.27
31 C -1.14 -0.75 3.62
32 C -1.53 0.56 3.58
33 C -2.80 0.78 4.18
34 C -3.33 -0.37 4.69
35 S -2.31 -1.71 4.44
36 C 0.29 -2.75 3.08
37 C 1.19 -3.64 3.59
38 C 0.98 -4.98 3.15
39 C -0.08 -5.09 2.31
40 S -0.84 -3.58 2.06
41 H -0.26 -0.57 6.05
42 H 1.75 0.01 7.61
43 H 4.03 -0.07 6.31
44 H -0.90 1.33 3.17
45 H -3.29 1.74 4.26
46 H -4.28 -0.49 5.20
47 H 1.98 -3.35 4.27
48 H 1.59 -5.81 3.46
49 H -0.47 -5.98 1.85
50 Ge 2.46 0.32 0.23
51 C 3.88 -0.58 1.22
52 C 4.01 -1.93 1.51
53 C 5.12 -2.40 2.20
54 C 6.11 -1.53 2.61
55 C 6.00 -0.18 2.33
56 C 4.89 0.29 1.64
57 C 2.24 2.11 0.96
58 C 2.50 3.19 0.12
59 C 2.40 4.50 0.59
60 C 2.03 4.72 1.91
61 C 1.78 3.65 2.76
62 C 1.90 2.35 2.29
63 H 2.80 0.45 -1.26
64 H 3.24 -2.64 1.25
65 H 5.20 -3.46 2.43
66 H 6.98 -1.90 3.15
67 H 6.76 0.52 2.65
68 H 4.81 1.36 1.44
69 H 2.79 3.01 -0.91
70 H 2.62 5.33 -0.06
71 H 1.94 5.74 2.28
72 H 1.51 3.83 3.79
73 H 1.70 1.51 2.95
74 Cl -0.54 -2.96 -6.92
75 C -1.23 -3.54 -5.43
76 C -1.09 -4.88 -5.12
77 C -1.62 -5.36 -3.94
78 C -2.25 -4.49 -3.07
79 C -2.37 -3.15 -3.39
80 Cl -3.10 -2.13 -2.17
81 C -1.89 -2.62 -4.60
82 N -1.99 -1.30 -5.00
83 C -3.00 -0.38 -4.60
84 C -4.33 -0.65 -4.90
85 C -5.33 0.23 -4.53
86 C -5.00 1.40 -3.87
87 C -3.67 1.69 -3.60
88 C -2.66 0.80 -3.95
89 C -1.21 1.11 -3.64
90 C -0.97 1.01 -2.16
91 O -1.40 2.05 -1.47
92 O -0.44 0.01 -1.69
93 H -0.57 -5.53 -5.81
94 H -1.53 -6.41 -3.68
95 H -2.65 -4.83 -2.13
96 H -1.61 -1.14 -5.93
97 H -4.58 -1.57 -5.42
98 H -6.37 0.00 -4.75
99 H -5.77 2.11 -3.59
100 H -3.41 2.62 -3.12
101 H -0.95 2.11 -3.98
102 H -0.56 0.39 -4.11
103 C -1.05 3.11 0.65
104 C -1.86 2.07 -0.09
105 C -3.33 2.38 -0.11
106 C -3.98 1.34 0.41
107 C -2.97 0.31 0.73
108 C -3.33 -1.03 1.20
109 N -1.77 0.73 0.49
110 H -1.40 3.18 1.67
111 H -1.17 4.08 0.16
112 H 0.01 2.83 0.65
113 H -3.73 3.32 -0.47
114 H -5.04 1.22 0.58
115 H -3.85 -0.96 2.16
116 H -2.47 -1.68 1.30
117 H -4.03 -1.48 0.49

Atomic partial charges in e from the Löwdin method, atoms 1 to 5: 1.13 -0.05 -0.47 -0.06 -0.30


Record 2
Density functional theory data (ωB97M-V with the def2-TZVPD basis set) for a structure of composition C45H40AsF6N4O8S2Y.

- net charge = +2
- gap between HOMO and LUMO (eV) = 7.247
- energy above the lowest of the compared OMol25 structures with the same formula, charge and spin (kJ/mol) = 375.6
- E (hartree) = -6229.00612

Cartesian coordinates (Å):
1 Y -1.14 -0.42 0.94
2 C -2.32 -1.84 5.56
3 O -2.71 -0.47 5.28
4 C -2.29 -0.20 4.06
5 N -1.73 -1.12 3.36
6 C -1.75 -2.35 4.22
7 C -0.42 -3.06 4.33
8 C 0.05 -3.56 5.54
9 C 1.24 -4.28 5.60
10 C 1.96 -4.53 4.44
11 C 1.49 -4.06 3.23
12 C 0.31 -3.33 3.18
13 C -2.56 1.16 3.56
14 C -3.08 2.17 4.35
15 C -3.36 3.39 3.75
16 C -3.18 3.54 2.38
17 C -2.69 2.45 1.67
18 N -2.33 1.31 2.26
19 C -2.59 2.42 0.20
20 N -2.36 1.35 -0.46
21 C -2.40 1.73 -1.90
22 C -2.52 3.27 -1.84
23 O -2.80 3.55 -0.44
24 C -1.20 1.16 -2.66
25 C -0.29 2.13 -3.34
26 C 1.11 1.82 -3.80
27 C 1.74 0.44 -3.81
28 C 0.25 -0.88 -2.99
29 C -0.99 -0.16 -2.58
30 H -3.21 -2.37 5.89
31 H -1.59 -1.79 6.36
32 H -2.46 -3.04 3.75
33 H -0.50 -3.43 6.47
34 H 1.59 -4.67 6.55
35 H 2.87 -5.11 4.49
36 H 2.03 -4.27 2.31
37 H -0.08 -2.99 2.23
38 H -3.26 2.00 5.40
39 H -3.75 4.21 4.34
40 H -3.44 4.45 1.86
41 H -3.31 1.30 -2.31
42 H -3.34 3.67 -2.43
43 H -1.60 3.80 -2.08
44 H -0.85 2.61 -5.33
45 H 1.41 2.45 -4.62
46 H 2.75 0.49 -4.19
47 H 0.16 -1.93 -2.75
48 H -1.74 -0.76 -2.08
49 F -4.22 -0.93 -2.15
50 C -4.93 -1.71 -1.33
51 F -5.54 -2.64 -2.03
52 F -5.80 -0.97 -0.67
53 S -3.81 -2.50 -0.09
54 O -3.19 -1.37 0.63
55 O -4.60 -3.37 0.69
56 N -2.73 -3.15 -1.05
57 S -1.38 -3.52 -0.35
58 O -1.47 -4.29 0.84
59 O -0.52 -2.31 -0.21
60 C -0.53 -4.54 -1.65
61 F 0.76 -4.52 -1.37
62 F -1.00 -5.76 -1.58
63 F -0.75 -4.03 -2.85
64 C 2.66 -1.29 1.72
65 C 2.12 -0.66 2.98
66 O 0.83 -0.06 2.69
67 H 2.98 -0.54 1.01
68 H 1.91 -1.93 1.25
69 H 3.51 -1.92 1.97
70 H 2.79 0.13 3.33
71 H 1.99 -1.40 3.77
72 H 0.50 0.35 3.50
73 O 0.32 0.96 0.10
74 As 1.39 1.23 -1.17
75 C 1.57 -0.24 -2.42
76 C 0.80 -0.63 -4.43
77 C 1.55 -1.81 -4.95
78 C 2.50 -2.49 -4.29
79 C 2.99 -2.23 -2.94
80 C 2.61 -1.26 -2.10
81 C 3.07 1.73 -0.43
82 C 4.23 1.63 -1.21
83 C 5.44 2.05 -0.67
84 C 5.49 2.56 0.61
85 C 4.34 2.66 1.38
86 C 3.12 2.24 0.86
87 C 0.90 2.58 -2.48
88 C 1.37 3.95 -2.19
89 C 0.95 5.09 -2.73
90 C -0.06 5.34 -3.75
91 C -0.86 4.50 -4.42
92 C -1.04 3.02 -4.34
93 H 0.08 -0.25 -5.15
94 H 1.31 -2.14 -5.96
95 H 2.96 -3.33 -4.80
96 H 3.76 -2.91 -2.59
97 H 3.09 -1.21 -1.12
98 H 4.20 1.23 -2.21
99 H 6.34 1.97 -1.27
100 H 6.44 2.88 1.02
101 H 4.39 3.06 2.38
102 H 2.22 2.31 1.45
103 H 2.17 4.02 -1.47
104 H 1.45 5.99 -2.38
105 H -0.16 6.39 -4.02
106 H -1.51 4.95 -5.16
107 H -2.11 2.84 -4.21

Atomic partial charges in e from the Löwdin method, atoms 1 to 5: 1.60 -0.03 0.06 -0.33 0.10


Record 3
Density functional theory data (ωB97M-V with the def2-TZVPD basis set) for an isolated molecule of C5H8ClPS in a non-equilibrium geometry.

- gap between HOMO and LUMO (eV) = 9.360
- structure (SMILES) = C=C(C)/C=C\P(S)Cl
- energy above the lowest of the compared OMol25 structures with the same formula, charge and spin (kJ/mol) = 97.2
- E (hartree) = -1395.01360

Cartesian coordinates (Å):
1 C 0.17 0.73 -1.00
2 C 1.20 1.05 -0.24
3 C -0.29 -1.81 -1.30
4 C -0.55 -0.58 -0.89
5 C -1.98 -0.38 -0.29
6 P 1.92 0.00 1.14
7 S 0.47 0.69 2.41
8 Cl 3.56 1.34 1.49
9 H -0.18 1.48 -1.72
10 H 1.72 2.05 -0.17
11 H -1.02 -2.56 -1.08
12 H 0.68 -2.09 -1.68
13 H 1.16 0.90 3.52
14 H -2.60 -1.28 -0.35
15 H -2.38 0.51 -0.64
16 H -1.86 -0.08 0.80

Atomic partial charges in e from the Löwdin method, atoms 1 to 5: -0.17 -0.44 0.04 -0.38 -0.06